A cluster of 8 separate species, C16H32Br12O4 in total. Source: OMol25; level of theory: ωB97M-V/def2-TZVPD.

**Structure (SMILES)**: C[C@H]1COC(=O)O1.BrCCBr.BrCCBr.BrCCBr.BrCCBr.BrCCBr.BrCCBr.O
**Kohn-Sham gap**: 0.3772 hartree
**HOMO energy**: -10.062 eV

XYZ file:
```
64
C16H32Br12O4 ωB97M-V/def2-TZVPD
Br -0.627 5.008 0.111
C 0.984 6.006 -0.509
C 1.710 5.154 -1.533
Br 3.244 6.306 -2.246
H 1.636 6.183 0.347
H 0.627 6.905 -1.011
H 1.072 4.985 -2.401
H 2.217 4.225 -1.271
Br 5.894 -0.649 -2.327
C 5.744 0.895 -3.587
C 6.169 2.136 -2.868
Br 6.051 3.763 -4.107
H 4.698 1.060 -3.846
H 6.329 0.647 -4.472
H 7.186 2.030 -2.489
H 5.530 2.344 -2.009
Br -1.435 0.208 0.088
C 0.600 0.293 -0.029
C 0.999 1.157 -1.269
Br 2.915 1.276 -1.407
H 0.783 -0.779 0.044
H 0.863 0.675 0.957
H 0.587 2.166 -1.233
H 0.698 0.730 -2.226
Br -1.961 -2.244 -3.643
C -1.101 -3.730 -2.691
C -0.195 -3.126 -1.589
Br 0.311 -4.510 -0.333
H -0.584 -4.353 -3.421
H -1.949 -4.338 -2.374
H -0.676 -2.414 -0.917
H 0.649 -2.654 -2.091
Br 0.567 2.240 3.361
C -0.743 1.429 4.486
C -0.292 0.521 5.531
Br -1.776 -0.174 6.675
H -1.269 0.756 3.809
H -1.481 2.170 4.793
H 0.313 1.121 6.211
H 0.273 -0.290 5.072
Br -5.389 -1.269 -1.667
C -4.104 0.135 -2.368
C -4.426 0.540 -3.869
Br -2.882 1.373 -4.730
H -3.137 -0.364 -2.306
H -4.253 0.974 -1.689
H -5.274 1.220 -3.951
H -4.836 -0.379 -4.287
C -2.892 -3.959 1.370
C -2.788 -3.015 2.581
C -2.242 -3.695 3.897
O -0.849 -3.190 3.943
C -0.674 -2.281 2.985
O 0.300 -1.651 2.696
O -1.706 -2.124 2.228
H -2.004 -4.354 0.877
H -3.286 -3.290 0.604
H -3.544 -4.819 1.521
H -3.708 -2.540 2.921
H -2.243 -4.785 3.878
H -2.849 -3.474 4.775
O 2.893 -0.367 2.316
H 3.367 -1.198 2.331
H 1.970 -0.617 2.356
```

Results of the Löwdin charge analysis, in e, for atoms 1 through 2: Br 0.58; C -0.66